Record 1
Formula: C15H21N3O4S
Source: the OMol25 dataset
Level of theory: ωB97M-V/def2-TZVPD

```
44
Properties=species:S:1:pos:R:3:forces:R:3
O -2.042509 2.188269 0.951801 -0.0281 0.1964 0.2306
C -1.299052 1.653008 0.160728 0.1476 0.0492 -0.2919
C 0.180345 1.964992 0.011673 0.1785 0.1530 0.3315
N 0.582734 3.128817 0.773806 -0.1096 -0.1034 -0.1603
C 1.895806 3.605518 0.377353 0.0489 0.2699 0.1440
C 2.206691 4.889429 1.147583 0.0983 -0.1021 -0.3720
O 2.186636 4.674318 2.536667 0.1474 -0.0094 0.1052
C 0.926760 4.178703 2.934869 -0.2144 -0.3028 0.0639
C 0.576002 2.883136 2.207866 -0.0157 0.2651 0.2764
N -1.780506 0.725366 -0.720808 -0.2886 -0.2535 -0.0581
C -3.103012 0.156235 -0.506577 -0.2487 0.2046 0.1033
C -2.905659 -1.356768 -0.741460 -0.5420 -0.1686 0.0808
N -1.487793 -1.527378 -1.023638 0.6276 -0.5100 0.7383
S -0.546012 -2.158658 0.250685 0.0284 -0.2308 -0.6036
O -1.415829 -2.655999 1.273114 -0.1673 -0.1470 -0.1555
O 0.480667 -1.217390 0.603608 0.0682 -0.1119 -0.1971
C 0.206232 -3.536012 -0.603926 -0.0833 0.3761 0.3178
C -0.572792 -4.641121 -0.886182 -0.0775 -0.1404 0.0208
C -0.011702 -5.703479 -1.574908 -0.0908 0.0789 0.0536
C 1.316105 -5.645744 -1.971156 0.0746 0.0153 -0.0161
C 2.087896 -4.532209 -1.679937 -0.0373 -0.0343 -0.0191
C 1.529089 -3.466757 -0.992205 0.0821 0.1643 0.0917
C -1.034727 -0.237956 -1.496384 0.5623 0.3728 -0.3927
H 0.387235 2.161458 -1.044414 0.0098 -0.0830 0.0364
H 0.735816 1.058571 0.320483 -0.0120 0.1477 -0.1626
H 1.892829 3.819784 -0.694441 0.0401 -0.0120 0.0046
H 2.681744 2.857242 0.589144 -0.0124 0.0373 -0.0489
H 3.207756 5.252406 0.905670 -0.0894 -0.0030 -0.0505
H 1.462432 5.653570 0.876745 0.0787 -0.0379 -0.0160
H 0.990829 4.012441 4.011302 -0.0804 0.0021 -0.0607
H 0.150041 4.927492 2.722756 0.0248 -0.0595 0.0510
H -0.422161 2.563046 2.501407 0.0747 -0.0089 0.0493
H 1.305476 2.098034 2.477891 -0.0179 0.0260 -0.0044
H -3.813289 0.582171 -1.220782 -0.0474 -0.0765 0.1174
H -3.428888 0.397421 0.506480 -0.0032 -0.0280 -0.1458
H -3.478107 -1.707793 -1.604000 0.0166 0.0203 0.1045
H -3.158102 -1.953496 0.133340 -0.1941 0.0866 -0.1287
H -1.597791 -4.657078 -0.552606 -0.1642 -0.1110 0.0018
H -0.606492 -6.575235 -1.801138 -0.0597 -0.0636 -0.0036
H 1.752542 -6.475734 -2.506385 0.0335 -0.0672 -0.0435
H 3.122475 -4.494283 -1.985215 0.0806 0.0146 -0.0152
H 2.101615 -2.588573 -0.739349 0.1333 0.0735 -0.0027
H -1.302283 -0.143064 -2.558904 0.0977 -0.0829 0.1681
H 0.040953 -0.156698 -1.370552 -0.0697 0.1938 -0.1423
```
Positions in Å, forces in eV/Å.

DFT total energy = -39390.36780 eV
SMILES = O=C(CN1CCOCC1)N1CCN(S(=O)(=O)c2ccccc2)C1
ΔE to the lowest compared entry with this formula, charge and spin = 2.7724 eV
frontier orbital gap = 9.1 eV
HOMO energy = -8.598 eV

***

Record 2
Formula: C15H21N5O
Source: the OMol25 dataset
Level of theory: ωB97M-V/def2-TZVPD

```
42
Properties=species:S:1:pos:R:3:forces:R:3
C -1.640277 -1.837008 -2.828911 2.8725 -0.4092 -2.5916
C -0.693804 -0.993921 -2.008413 0.0639 0.8845 1.7872
C 0.572038 -0.729545 -2.734345 0.5412 -2.8151 1.3104
C -0.290487 -1.695914 -0.663814 -2.5905 -1.1470 -0.8293
O -0.489143 -2.902908 -0.697091 1.0198 0.6394 1.1114
N -0.018098 -1.013714 0.554672 -0.1824 0.8344 -1.8826
C 0.064546 0.404510 0.538494 4.5149 -0.4751 -4.2946
N 0.982495 0.876406 -0.248940 -0.7682 -2.5083 1.7745
C 1.264678 2.195508 -0.349070 -1.3934 3.2285 -0.0106
C 1.137078 2.845059 -1.558444 0.9246 -1.5418 -2.5570
C 1.358841 4.179802 -1.726374 -1.1084 0.6233 0.6584
C 1.538179 4.909170 -0.519378 1.1790 1.2093 -2.0762
N 1.707124 4.390803 0.676343 -0.6419 -1.7964 0.0050
C 1.494524 3.063304 0.724472 1.2635 -1.6407 1.0206
N -0.793014 1.239162 1.173505 -0.3784 -0.2197 3.1373
C -1.796472 1.738644 0.485613 -2.3134 -0.0658 -1.6921
N -2.684050 1.971488 -0.226377 0.8860 0.3548 0.7733
C -0.129838 -1.686136 1.799251 0.5205 -1.7405 3.2771
C -1.581334 -1.963505 2.150274 0.9891 0.3280 1.2320
C 0.539384 -0.926080 2.989017 1.3018 -0.1373 -1.7947
C 0.552305 -3.070219 1.892478 -0.1797 -1.4734 -0.3778
H -1.251457 -2.868518 -2.963244 0.1651 0.7323 -0.1627
H -1.864972 -1.403138 -3.859114 0.2676 -0.3101 1.5092
H -2.451945 -1.989850 -2.274473 -3.9193 -0.3742 1.8272
H -1.209719 -0.053820 -1.764622 0.1665 -0.0368 0.0533
H 0.446287 0.069854 -3.297658 -0.2044 4.1090 -2.5316
H 1.380045 -0.612178 -2.036175 0.6540 -0.0407 -0.3224
H 0.655168 -1.522099 -3.450332 0.8919 -0.7807 -0.1566
H 1.082982 2.241084 -2.488301 -0.4330 0.2220 0.7637
H 1.196994 4.550920 -2.771326 0.5550 0.2853 1.4300
H 1.805789 5.959525 -0.597679 -0.4475 0.1338 0.0681
H 1.744817 2.447944 1.612195 -0.3486 1.2058 0.2497
H -0.969102 0.847266 2.093616 -0.8344 0.7809 0.0336
H -2.113733 -1.102730 2.448920 -0.7848 1.4480 -0.1899
H -2.044579 -2.457392 1.355572 -0.9506 -0.8537 -1.0948
H -1.609788 -2.530470 3.065357 -0.0104 -0.7900 0.1538
H 0.055928 0.004748 3.096767 -0.1766 1.4123 0.5570
H 1.645680 -0.744104 2.710129 -1.6492 -0.3599 0.9011
H 0.358601 -1.458266 3.928736 0.4416 -0.0312 -0.3926
H 1.543528 -3.183584 1.411206 -0.5135 0.4027 0.1910
H -0.141292 -3.770424 1.393198 0.7321 0.0212 0.2370
H 0.646095 -3.419674 2.964263 -0.1222 0.6921 -1.1046
```
Positions in Å, forces in eV/Å.

DFT total energy = -25390.37148 eV
SMILES = CC(C)C(=O)N(/C(=N/c1cccnc1)NC#N)C(C)(C)C
ΔE to the lowest compared entry with this formula, charge and spin = 4.5947 eV
frontier orbital gap = 9.1 eV
HOMO energy = -9.023 eV

***

Record 3
Formula: C15H21NO4
Source: the OMol25 dataset
Level of theory: ωB97M-V/def2-TZVPD

```
41
Properties=species:S:1:pos:R:3:forces:R:3
O -2.449425 -0.231363 -3.336745 -1.9451 -0.9945 1.1605
C -2.512711 -0.524304 -1.919822 1.2092 -0.9966 -0.5392
C -2.392024 0.686121 -0.997623 -0.1954 0.1280 -1.3446
C -2.642012 0.373923 0.508105 -2.3234 -0.6939 0.3277
C -1.520301 0.712805 1.390176 3.0904 1.0842 -1.8273
C -1.036956 2.258548 1.128537 0.7041 -2.3572 1.5249
O 0.223326 2.360887 1.851892 -1.1447 0.3730 -0.5476
C -0.860779 2.626442 -0.342448 -0.6767 -0.6231 0.1606
O 0.327656 3.358606 -0.506763 1.2321 0.3812 1.5396
C -0.967793 1.276800 -1.200200 1.5372 1.1695 3.1111
O -0.546923 1.470682 -2.504486 -0.0502 0.7523 -1.2998
C 0.111635 0.345237 -0.553742 -0.4894 -2.6150 0.9053
N -0.364081 -0.145823 0.825825 -0.2423 1.3286 0.0114
C 0.392199 -1.121924 1.646379 -1.5571 0.1086 -0.9487
C 1.602135 -1.682842 0.996111 0.5810 -1.0047 -1.1142
C 2.842086 -1.004626 1.188494 -4.4994 -0.7496 0.2585
C 3.997044 -1.493231 0.794826 2.8414 -2.3800 -1.3234
C 4.013168 -2.758647 0.125446 -1.4655 0.8602 0.4171
C 2.777379 -3.401045 -0.167313 1.9501 -0.7415 -1.9730
C 1.561943 -2.877177 0.205197 1.2647 1.9558 1.5574
H -1.858107 0.489909 -3.420808 1.1009 1.1478 -0.3156
H -1.628406 -1.190689 -1.775830 -0.8131 0.0866 0.5428
H -3.434320 -1.062223 -1.672369 0.1399 0.0049 -0.4060
H -3.200033 1.374304 -1.395907 1.0641 -0.2379 0.6124
H -3.468462 0.967274 0.863251 -0.6605 0.7217 -0.1818
H -3.056871 -0.642688 0.819362 0.9618 0.7160 -1.1741
H -1.760517 0.645564 2.465260 0.5626 -0.5057 -0.4876
H -1.709937 2.944011 1.576076 -0.6495 0.5852 0.6728
H 0.568676 1.494453 1.618136 0.7544 -0.4953 0.1917
H -1.708223 3.294614 -0.529624 -0.0396 -0.1532 -0.7306
H 0.763151 3.523398 0.436839 -1.4120 -0.9432 -2.6015
H 0.095911 2.208095 -2.559233 -0.4911 -0.4953 0.3208
H 0.295665 -0.599225 -1.199105 -0.4039 1.6323 0.8302
H 1.090272 0.843790 -0.477572 -0.3270 0.1974 -0.1996
H -0.249200 -1.926787 2.018129 -0.3436 -0.3249 -0.6563
H 0.650148 -0.696867 2.567509 0.8866 1.1687 1.4519
H 2.771948 -0.092793 1.691151 0.0653 1.3966 0.8905
H 4.872688 -0.897931 1.065117 0.1449 -0.6021 -0.4627
H 4.935934 -3.194500 -0.184973 0.4237 -0.2293 -0.2021
H 2.758422 -4.283346 -0.914161 0.2925 1.2894 1.6272
H 0.715693 -3.427430 -0.123094 -1.0775 0.0549 0.2216
```
Positions in Å, forces in eV/Å.

DFT total energy = -25573.10685 eV
SMILES = OC[C@H]1C[C@@H]2[C@@H](O)[C@@H](O)[C@@]1(O)CN2Cc1ccccc1
ΔE to the lowest compared entry with this formula, charge and spin = 4.2782 eV
frontier orbital gap = 8.9 eV
HOMO energy = -8.299 eV

***

Record 4
Formula: C15H21NO5
Source: the OMol25 dataset
Level of theory: ωB97M-V/def2-TZVPD

```
42
Properties=species:S:1:pos:R:3:forces:R:3
C 3.938958 -0.470166 0.703866 -0.0977 -0.3488 0.0759
O 2.751029 -1.037594 1.303602 0.5608 0.1352 -0.3220
C 1.596447 -0.343091 1.014207 -0.9916 -0.0141 -0.4634
C 1.143164 0.697077 1.837343 0.1188 -0.1381 0.9002
C 1.900959 1.115772 3.121799 -0.8008 0.2339 -0.3268
C -0.099846 1.303964 1.563896 0.0864 0.1059 -0.4945
O -0.495317 2.312965 2.415321 0.1370 -0.7148 1.0223
C -0.813407 3.578587 1.891256 -0.2156 0.2152 -1.3771
C -0.919873 0.854030 0.506272 0.9221 -0.9334 0.0752
O -2.170226 1.384345 0.303335 0.1847 0.2426 -0.3816
C -3.151424 0.975798 1.233244 -0.5469 -1.5679 0.4336
C -0.448988 -0.194134 -0.333195 0.3333 -0.1531 0.7987
C 0.817122 -0.788530 -0.079761 -0.1514 0.8917 0.2335
C 1.266381 -1.934566 -0.966397 -1.0061 0.4640 -0.0503
C 0.910563 -1.677433 -2.430534 -0.3961 0.0010 -0.0669
N -0.377486 -0.987860 -2.608545 -0.9156 0.1447 -1.0399
C -0.716653 -0.553149 -3.877134 1.5690 0.1062 -0.0575
O -0.040305 -0.787542 -4.867244 -0.2152 -0.2614 0.4694
C -1.295671 -0.738547 -1.495609 0.8852 1.0688 0.6116
C -2.147057 -1.973008 -1.152523 1.0829 -0.0335 -0.6564
O -3.058629 -2.238571 -2.193372 0.0401 -0.2145 -0.8220
H 4.734951 -1.251594 0.614188 -0.8661 0.5552 0.1755
H 3.705626 -0.049585 -0.282839 0.0676 -0.2086 0.0905
H 4.284940 0.341073 1.340298 0.2291 0.1052 0.0358
H 2.704525 0.422880 3.367491 0.0213 0.0491 -0.2759
H 1.216744 1.141296 4.009551 0.4594 0.0837 -0.9239
H 2.300775 2.134215 2.966006 -0.0688 -0.4359 0.2939
H -0.768354 4.397025 2.623479 0.2286 -0.7236 0.1729
H -1.823014 3.550081 1.471039 0.0608 0.2065 -0.0459
H -0.105913 3.779985 1.075449 -0.1966 0.3125 0.0817
H -2.902939 1.272392 2.261131 0.0270 0.0347 -0.2231
H -3.273752 -0.162982 1.222353 0.1857 1.3972 0.0081
H -4.113360 1.413158 0.940192 0.3725 -0.0019 -0.0103
H 2.329157 -2.148112 -0.939886 0.0347 0.0154 0.3879
H 0.707671 -2.797410 -0.598324 0.3006 -0.3111 -0.1239
H 1.680027 -1.092419 -2.914264 0.1757 0.4913 -0.0410
H 0.926150 -2.607187 -2.984611 -0.2156 -0.3793 -0.1168
H -1.541185 0.163116 -3.987673 -0.4410 -0.3176 0.6523
H -1.950029 0.097215 -1.797288 -0.0062 -0.5288 0.0136
H -1.470671 -2.836780 -1.039349 -0.1431 0.1941 0.2657
H -2.670270 -1.813982 -0.216770 -0.3367 -0.0144 -0.0464
H -2.560820 -2.450732 -3.019998 -0.4720 0.2466 1.0676
```
Positions in Å, forces in eV/Å.

DFT total energy = -27621.73606 eV
SMILES = COc1c(C)c(OC)c(OC)c2c1CCN(C=O)[C@H]2CO
ΔE to the lowest compared entry with this formula, charge and spin = 2.2618 eV
frontier orbital gap = 9.3 eV
HOMO energy = -8.658 eV